No. 1
ORCA calculation (ωB97M-V/def2-TZVPD) on 2 unconnected molecules or ions with the total composition C18H32BBrNO8 at a distorted geometry.

Calculated values
Electronic energy (Eh): -3960.7828
Frontier orbital gap (eV): 6.83
Charge: -1
Multiplicity: 1
Molar mass (g/mol): 481.2
Lowest unoccupied orbital energy (eV): 2.08
Relative energy (zero: lowest compared OMol25 entry of this formula, charge and spin) (kJ/mol): 0.0

Element x y z (Å)
C1 0.972 1.492 4.283
C2 2.126 1.483 3.288
C3 1.907 2.424 2.093
N1 2.474 1.894 0.848
C4 1.621 1.097 -0.024
C5 2.538 0.232 -0.896
C6 3.600 -0.534 -0.098
C7 4.995 0.064 -0.216
Br1 5.964 -0.665 -1.741
O1 0.999 2.021 -0.986
C8 -0.344 1.860 -1.059
O2 -0.999 2.354 -1.946
C9 -0.787 1.159 0.188
C10 -2.221 0.664 0.392
C11 -2.848 -0.455 -0.457
C12 -2.754 -0.359 -1.956
O3 -3.547 0.676 -2.601
C13 -4.450 1.387 -1.910
C14 -4.276 2.866 -2.068
O4 -5.358 0.887 -1.274
C15 0.461 0.344 0.664
B1 0.482 -1.266 0.501
O5 0.680 -1.952 1.680
C16 0.289 -2.139 -0.781
C17 1.461 -3.096 -1.067
H1 0.033 1.178 3.820
H2 0.810 2.485 4.709
H3 1.167 0.813 5.115
H4 2.252 0.471 2.893
H5 3.048 1.755 3.805
H6 2.450 3.350 2.298
H7 0.852 2.706 2.010
H8 2.788 2.676 0.286
H9 1.957 -0.427 -1.534
H10 3.032 0.945 -1.565
H11 3.348 -0.558 0.966
H12 3.628 -1.567 -0.440
H13 5.605 -0.129 0.663
H14 4.956 1.141 -0.368
H15 -0.746 2.024 0.871
H16 -2.881 1.539 0.362
H17 -2.261 0.321 1.432
H18 -3.884 -0.572 -0.135
H19 -2.386 -1.405 -0.190
H20 -3.061 -1.317 -2.374
H21 -1.730 -0.204 -2.292
H22 -4.234 3.119 -3.129
H23 -5.123 3.380 -1.617
H24 -3.329 3.193 -1.640
H25 0.427 0.506 1.742
H26 1.037 -1.378 2.364
H27 -0.582 -2.779 -0.630
H28 0.110 -1.508 -1.655
H29 2.308 -2.596 -1.542
H30 1.113 -3.881 -1.737
H31 1.793 -3.588 -0.152
C18 -2.872 -4.811 -1.420
O6 -3.962 -5.381 -1.609
O7 -2.982 -3.369 -1.377
O8 -1.724 -5.236 -1.262
H32 -3.941 -3.333 -1.519

Forces on the atoms, in the same order (eV/Å):
0.0 0.0 0.2
-0.3 0.0 -0.1
0.3 0.1 0.1
-0.4 0.1 0.2
0.4 0.2 -0.1
0.4 0.4 0.0
0.0 -0.2 -0.1
-0.2 0.2 0.3
0.0 0.1 -0.1
-0.3 -0.4 -0.1
-0.4 0.4 -0.7
0.5 -0.3 0.7
0.1 0.0 0.5
-0.3 -0.1 -0.2
0.5 0.0 0.5
-0.4 -0.7 -0.3
0.6 0.5 0.3
-0.8 -0.6 0.2
-0.3 0.3 -0.3
0.7 0.3 -0.2
-0.7 -0.2 -0.1
-0.2 -0.1 0.2
0.4 0.1 -0.3
0.3 0.3 0.1
-0.2 -0.2 -0.1
0.0 0.0 0.0
0.0 0.0 -0.1
0.0 0.0 0.0
0.2 0.0 0.1
0.1 -0.1 -0.1
-0.1 0.1 0.0
-0.1 -0.1 0.0
0.2 -0.1 -0.1
-0.1 0.1 0.0
0.1 -0.1 -0.1
-0.1 0.0 0.0
0.1 0.0 0.2
0.1 -0.1 -0.1
0.0 -0.1 0.0
-0.1 0.0 -0.1
0.1 0.1 -0.1
-0.1 0.0 0.0
0.0 0.1 -0.1
0.1 -0.1 -0.2
-0.1 0.1 0.0
0.0 0.3 0.0
0.1 -0.1 0.0
0.1 0.0 0.1
0.0 -0.1 0.0
0.5 0.1 0.0
-0.3 0.0 0.2
-0.3 0.0 -0.1
-0.2 -0.1 -0.1
0.0 -0.1 0.0
0.0 0.0 0.0
0.1 0.1 0.0
0.4 -0.3 0.0
0.1 0.2 0.0
-0.5 -0.6 -0.1
0.0 0.2 0.0
0.1 0.4 0.1

=====

No. 2
ORCA calculation (ωB97M-V/def2-TZVPD) on 2 unconnected molecules or ions with the total composition C4H13N2 at a distorted geometry.

Calculated values
Electronic energy (Eh): -269.2500
Frontier orbital gap (eV): 5.93
Charge: +1
Multiplicity: 1
Molar mass (g/mol): 89.2
Lowest unoccupied orbital energy (eV): -8.67
Relative energy (zero: lowest compared OMol25 entry of this formula, charge and spin) (kJ/mol): 658.2

Element x y z (Å)
C1 -1.159 0.633 -0.760
N1 -2.479 1.079 -0.442
C2 -0.645 -0.611 0.131
N2 0.709 -0.808 -0.193
C3 3.766 -0.010 -0.357
C4 -0.738 -0.372 1.727
H1 -0.373 1.392 -0.608
H2 -1.169 0.237 -1.788
H3 -3.431 0.559 -0.529
H4 -2.461 1.995 -0.984
H5 -1.231 -1.542 -0.145
H6 0.838 -1.444 -0.968
H7 3.624 0.832 0.308
H8 2.989 -0.580 0.087
H9 4.714 -0.487 -0.127
H10 3.765 0.303 -1.385
H11 -1.772 -0.288 1.982
H12 -0.221 0.536 2.019
H13 -0.224 -1.258 2.130

Forces on the atoms, in the same order (eV/Å):
-1.3 0.0 -1.5
-0.4 1.5 -0.6
2.3 -3.5 1.6
-2.9 1.6 1.3
0.8 0.5 1.3
1.1 -0.1 -1.7
-0.8 0.1 -0.2
0.7 -0.2 0.4
2.9 0.7 -0.3
-0.9 -1.1 1.6
0.1 1.2 -0.2
0.0 -0.6 -0.6
0.7 0.9 -0.1
-0.7 -1.2 -0.8
0.1 0.1 0.0
-0.6 -0.2 -0.4
-0.7 -0.2 0.1
0.1 0.0 0.0
-0.5 0.5 0.2

=====

No. 3
ORCA calculation (ωB97M-V/def2-TZVPD) on 2 unconnected molecules or ions with the total composition C4H11NO4P at a distorted geometry.

Calculated values
Electronic energy (Eh): -856.2302
Frontier orbital gap (eV): 8.14
Charge: -1
Multiplicity: 1
Molar mass (g/mol): 168.1
Lowest unoccupied orbital energy (eV): 3.75
Relative energy (zero: lowest compared OMol25 entry of this formula, charge and spin) (kJ/mol): 0.0

Element x y z (Å)
C1 2.105 -0.292 1.326
C2 1.537 1.864 0.377
C3 0.935 -1.648 -0.926
C4 1.611 0.359 0.286
N1 1.229 -0.214 -0.942
O1 -2.695 -1.369 0.871
O2 -2.759 -0.437 -1.465
O3 -3.623 0.990 0.320
O4 -1.025 0.509 0.236
P1 -2.364 -0.175 0.049
H1 2.014 -1.351 1.402
H2 2.553 0.297 2.183
H3 -3.689 -0.837 -1.571
H4 1.968 2.122 1.336
H5 0.541 2.159 0.005
H6 2.175 2.287 -0.356
H7 0.233 -1.876 -1.794
H8 1.820 -2.151 -1.099
H9 0.412 -1.902 0.036
H10 -3.350 1.343 1.150
H11 0.373 0.322 -1.424

Forces on the atoms, in the same order (eV/Å):
0.8 0.3 1.5
-0.2 -1.1 -1.1
-3.0 1.4 -0.2
-0.2 0.9 -1.3
-2.1 1.6 -1.1
0.1 -0.1 -0.1
-1.7 -0.9 -2.1
1.2 -1.3 -1.0
-2.2 -0.5 -0.9
-0.6 1.2 2.4
0.4 -0.6 0.2
-0.8 -1.0 -1.0
2.3 0.9 0.6
-0.9 0.6 0.3
0.1 0.2 1.3
1.1 0.4 -1.0
0.8 0.2 1.2
1.8 -1.5 0.0
0.5 -0.2 -0.9
0.0 0.7 1.1
2.6 -1.4 2.0

=====

No. 4
ORCA calculation (ωB97M-V/def2-TZVPD) on C3H3BrO2 in the gas phase at a distorted geometry.

Calculated values
Electronic energy (Eh): -2840.5778
Frontier orbital gap (eV): 9.32
Charge: 0
SMILES string: CC(=O)C(=O)Br
Multiplicity: 1
Molar mass (g/mol): 151.0
Lowest unoccupied orbital energy (eV): -0.54
Relative energy (zero: lowest compared OMol25 entry of this formula, charge and spin) (kJ/mol): 19.8

Element x y z (Å)
C1 -1.229 -0.120 -0.151
C2 0.087 0.619 -0.295
O1 0.471 1.613 -0.785
C3 1.201 -0.393 0.497
O2 0.967 -1.118 1.393
Br1 3.025 0.373 -0.084
H1 -2.051 0.528 0.063
H2 -1.108 -0.919 0.543
H3 -1.363 -0.584 -1.182

Forces on the atoms, in the same order (eV/Å):
0.5 0.4 -2.5
0.3 -2.6 1.4
-0.5 0.3 -0.2
0.3 2.1 -0.2
0.6 0.2 -1.0
-0.5 -1.0 0.6
-0.5 0.3 0.1
-0.1 -0.4 0.6
-0.1 0.5 1.1

=====

Number 1: E_HOMO -4.748 eV. Number 2: E_HOMO -14.593 eV. Number 3: E_HOMO -4.396 eV. Number 4: E_HOMO -9.856 eV.